The following is a quantum chemistry calculation of the ion C8H13N4O2 with charge +1, from the Open Molecules 2025 dataset.

```
27
Properties=species:S:1:pos:R:3:forces:R:3
N 3.288167 -0.906902 -0.781990 -0.4 0.7 -0.2
C 2.746456 0.195187 0.018174 1.2 -0.5 0.9
N 3.254205 1.439843 -0.487644 -0.3 -0.1 -0.3
N 3.300017 0.049297 1.387437 -0.7 0.4 -0.3
C 1.217071 0.087736 0.102179 -0.5 -0.5 0.2
O 0.557665 0.734747 -1.015122 -0.5 -0.2 0.3
C -0.544355 0.098276 -1.461229 0.6 -0.9 -1.8
O -0.576343 -0.411569 -2.556813 -0.3 0.7 1.1
C -1.813360 -0.009212 -0.635038 0.7 0.4 0.2
C -1.908705 -0.877673 0.440763 1.0 -0.4 -0.1
C -3.071739 -0.988916 1.133450 0.2 -0.3 0.2
N -4.100655 -0.237675 0.756625 -1.0 0.0 0.6
C -4.055083 0.619569 -0.262700 -0.7 0.4 -0.2
C -2.920823 0.747368 -0.989406 0.7 0.3 -0.7
H 3.097424 -1.797289 -0.335251 0.0 0.0 -0.1
H 4.291183 -0.749208 -0.783740 0.0 -0.2 -0.3
H 2.660918 1.871878 -1.183041 0.1 0.0 0.0
H 3.500613 2.064048 0.264623 -0.1 0.0 0.0
H 2.614348 0.248839 2.104635 0.2 -0.1 0.2
H 3.721433 -0.857074 1.513006 -0.1 0.0 0.2
H 0.965883 -0.982748 0.079032 0.1 0.1 0.0
H 0.807846 0.498325 1.033309 0.3 0.2 -0.1
H -1.062687 -1.486045 0.729788 -0.1 0.0 0.0
H -3.176343 -1.662518 1.973026 -0.3 0.1 0.0
H -4.971223 -0.313310 1.271957 0.0 0.0 0.0
H -4.941289 1.199334 -0.484587 -0.1 -0.1 0.2
H -2.880624 1.425694 -1.831441 0.0 0.0 0.1
```
Forces are in eV/Å.

Values from the calculation:
HOMO level	-11.9	eV
net charge	+1
frontier orbital gap	0.25371	Ha
SMILES	NC(N)(N)COC(=O)c1cc[nH+]cc1
ΔE to the lowest compared entry with this formula, charge and spin	2.87	kcal per mole